This record from OMol25 describes a 2-piece molecular cluster, C17H18BBrClF11NO3 overall. The level of theory is the ωB97M-V functional and the def2-TZVPD basis.

Structure (XYZ):
```
53
C17H18BBrClF11NO3 (the ωB97M-V functional and the def2-TZVPD basis)
C -0.436 -1.786 3.540
C 0.134 -2.310 2.206
C -0.117 -1.384 1.021
Cl 0.050 -2.422 -0.470
B 0.771 0.012 1.014
Br 0.826 0.758 -0.910
C 0.218 1.146 2.038
C -1.108 1.785 1.683
O -2.196 0.995 2.197
C -3.405 1.682 2.258
C -4.424 1.254 1.205
F -4.338 2.117 0.143
F -5.688 1.390 1.693
C -4.248 -0.151 0.586
F -5.297 -0.307 -0.299
F -3.106 -0.222 -0.132
C -4.384 -1.346 1.558
F -3.252 -1.566 2.239
F -5.379 -1.114 2.451
C -4.760 -2.648 0.807
F -3.920 -2.873 -0.217
F -4.606 -3.667 1.704
C 2.343 -0.290 1.415
F 2.893 -1.387 0.821
F 3.195 0.736 1.096
F 2.542 -0.477 2.760
H -1.022 -0.885 3.411
H 0.349 -1.618 4.271
H -1.106 -2.524 3.977
H -0.348 -3.265 2.007
H 1.187 -2.540 2.330
H -1.165 -1.106 1.038
H 0.202 0.801 3.068
H 0.950 1.956 2.020
H -1.221 1.917 0.607
H -1.143 2.783 2.133
H -3.838 1.593 3.254
H -3.248 2.747 2.090
H -5.804 -2.660 0.506
C 6.404 1.171 -4.954
C 5.626 2.321 -4.938
C 4.280 2.245 -4.618
C 3.733 1.013 -4.315
C 4.489 -0.142 -4.330
C 5.835 -0.059 -4.653
N 2.308 0.928 -3.954
O 1.670 1.961 -3.962
O 1.877 -0.162 -3.669
H 7.457 1.234 -5.199
H 6.070 3.279 -5.172
H 3.669 3.135 -4.601
H 4.040 -1.094 -4.088
H 6.440 -0.955 -4.665
```

Results
LUMO level, eV: 2.07
Orbital gap, Ha: 0.275
Multiplicity: 1
Highest occupied orbital energy, eV: -5.41
Net charge: -1

Here are the Löwdin charges for atoms 1 to 8, given in e: number 1, C, carries -0.094; number 2, C, carries -0.296; number 3, C, carries -0.629; number 4, Cl, carries 0.542; number 5, B, carries -0.933; number 6, Br, carries 0.694; number 7, C, carries -0.153; number 8, C, carries -0.218